The following is a quantum chemistry calculation of a structure of composition C16H15N3O5S2 at a distorted geometry, from the OMol25 dataset.

F_max = 17.27 eV/A
Gap between HOMO and LUMO = 7.780 eV

Last column: Löwdin charge in e.
Element x y z (Å)
C -4.228 -2.158 1.310  -0.047
N -3.241 -1.038 1.030  -0.295
S -1.909 -1.261 0.006  0.609
O -2.478 -2.225 -1.051  -0.341
O -0.904 -1.945 0.654  -0.224
C -1.810 0.217 -0.530  -0.335
C -0.776 0.867 0.111  0.081
C -0.392 2.279 -0.676  0.008
C -1.221 2.843 -1.645  0.009
C -2.217 2.076 -2.056  -0.193
C -2.604 1.049 -1.556  -0.027
H -3.461 0.360 -2.076  0.191
H -2.843 2.378 -2.935  0.157
H -0.884 3.880 -1.898  0.156
C 0.877 2.917 -0.278  -0.409
O 1.314 3.841 -0.584  0.282
O 1.501 2.130 0.945  -0.098
C 2.814 2.422 1.202  -0.130
H 3.116 2.833 2.108  0.114
H 3.204 3.341 0.614  0.158
C 3.559 1.180 0.703  -0.563
O 4.617 1.049 1.314  0.032
N 2.875 0.428 0.100  0.130
C 3.262 -0.886 -0.149  -0.238
C 2.600 -1.662 -1.330  -0.232
C 1.431 -1.462 -1.616  -0.282
N 0.359 -1.279 -2.020  0.256
C 3.353 -2.885 -1.314  -0.175
C 4.447 -3.065 -0.566  -0.420
S 4.891 -1.584 0.223  1.091
H 5.273 -3.697 -0.716  0.050
H 2.892 -3.897 -1.974  0.200
H 1.957 0.576 -0.192  0.128
H -0.125 0.393 0.696  0.052
C -3.034 -0.437 2.262  -0.173
H -2.340 -0.817 2.925  0.072
H -3.868 -0.072 2.636  0.040
H -2.434 0.541 2.269  0.115
H -3.905 -2.824 1.979  0.027
H -5.369 -1.668 1.649  0.174
H -4.297 -2.735 0.426  0.049



The following is a quantum chemistry calculation of a cluster of 16 separate species, C20H66F6N24O18 in total at a distorted geometry, from the OMol25 dataset.

F_max = 3.17 eV/A
Gap between HOMO and LUMO = 8.075 eV

Last column: Löwdin charge in e.
Element x y z (Å)
O -0.950 -2.699 3.584  0.206
H -0.403 -2.053 3.087  0.094
H -0.626 -3.625 3.625  0.123
H -1.272 -2.339 4.455  0.121
O 1.809 -3.099 1.025  0.225
H 2.525 -2.993 1.667  0.145
H 1.251 -3.895 1.254  0.110
H 1.175 -2.316 1.099  0.105
C 0.041 -0.011 0.938  -0.426
O -0.464 -0.865 -0.067  -0.081
O 0.453 -0.907 1.890  -0.215
C 1.101 0.953 0.361  -0.500
F 1.920 0.248 -0.504  0.086
F 0.567 1.936 -0.380  0.131
F 1.983 1.523 1.196  0.125
C -1.568 -0.470 -0.927  -0.201
C -1.633 -1.370 -2.137  -0.075
H -2.593 -1.111 -2.599  0.097
H -0.930 -1.160 -2.942  0.047
H -1.730 -2.408 -1.816  0.079
H -1.613 0.570 -1.256  0.113
H -2.430 -0.686 -0.290  0.118
H -0.744 0.606 1.406  0.132
C -0.766 -5.359 1.040  -0.466
O -1.869 -6.184 1.423  -0.082
O -0.371 -4.651 2.118  -0.186
C 0.328 -6.267 0.391  -0.518
F -0.145 -6.992 -0.652  0.120
F 1.398 -5.561 -0.047  0.111
F 0.778 -7.234 1.230  0.129
C -2.935 -6.288 0.477  -0.282
C -3.879 -7.277 1.104  -0.080
H -3.416 -8.245 1.292  0.085
H -4.166 -6.926 2.101  0.069
H -4.798 -7.419 0.533  0.082
H -2.662 -6.835 -0.433  0.117
H -3.385 -5.315 0.272  0.093
H -1.064 -4.709 0.200  0.146
C -2.356 0.201 4.567  -0.622
O -2.227 -0.970 4.990  -0.027
N -1.283 0.772 3.956  0.179
N -3.381 1.017 4.799  0.209
H -1.342 1.725 3.627  0.057
H -0.553 0.261 3.483  0.063
H -3.323 1.883 4.294  0.081
H -4.197 0.778 5.329  0.126
C 5.054 0.176 1.329  -0.632
O 4.875 1.398 1.234  -0.015
N 4.091 -0.733 1.048  0.185
N 6.283 -0.338 1.592  0.170
H 3.127 -0.459 1.061  0.063
H 4.322 -1.698 0.911  0.098
H 7.032 0.330 1.519  0.116
H 6.430 -1.311 1.398  0.100
C -2.427 -1.179 -5.901  -0.700
O -3.367 -1.978 -5.796  -0.016
N -1.156 -1.639 -6.111  0.168
N -2.618 0.145 -5.741  0.166
H -0.439 -0.983 -6.384  0.072
H -1.136 -2.639 -6.073  0.091
H -1.735 0.624 -5.653  0.082
H -3.556 0.472 -5.615  0.110
C 1.256 -3.782 -3.090  -0.665
O 1.839 -2.895 -2.449  -0.025
N 1.882 -4.915 -3.479  0.170
N -0.023 -3.630 -3.502  0.185
H 1.479 -5.606 -4.086  0.102
H 2.685 -5.215 -2.956  0.107
H -0.553 -2.851 -3.120  0.040
H -0.439 -4.308 -4.113  0.107
C 0.394 3.840 3.050  -0.631
O -0.650 3.531 2.427  -0.044
N 1.254 2.914 3.550  0.186
N 0.688 5.128 3.335  0.182
H 1.069 1.996 3.187  0.081
H 2.092 3.222 4.007  0.106
H 1.312 5.356 4.092  0.110
H -0.160 5.680 3.332  0.121
C -2.477 4.028 -2.415  -0.671
O -2.593 4.039 -1.190  0.001
N -3.290 4.639 -3.309  0.168
N -1.413 3.387 -2.969  0.159
H -4.036 5.210 -2.957  0.112
H -3.084 4.537 -4.283  0.095
H -0.858 2.882 -2.300  0.069
H -1.294 3.258 -3.956  0.090
C 1.150 5.476 -0.824  -0.667
O 1.019 6.646 -1.204  0.008
N 2.242 4.710 -1.088  0.169
N 0.093 4.757 -0.379  0.160
H 2.133 3.717 -1.092  0.071
H 3.067 5.215 -1.357  0.086
H 0.240 3.919 0.147  0.045
H -0.844 5.122 -0.351  0.087
C 4.901 4.747 2.695  -0.696
O 5.126 5.923 2.981  0.011
N 5.572 3.671 3.164  0.159
N 3.881 4.418 1.838  0.150
H 6.240 3.853 3.892  0.105
H 5.473 2.776 2.712  0.053
H 3.412 5.293 1.642  0.106
H 3.568 3.466 1.781  0.055
C -4.600 -2.649 2.360  -0.645
O -4.304 -1.467 2.229  0.023
N -3.909 -3.682 1.842  0.173
N -5.599 -3.108 3.207  0.149
H -3.237 -3.560 1.102  0.095
H -4.076 -4.631 2.122  0.079
H -5.667 -4.075 3.458  0.086
H -6.043 -2.448 3.820  0.100
C 1.417 0.051 -4.752  -0.691
O 1.217 0.480 -5.899  -0.016
N 2.265 -0.971 -4.463  0.176
N 0.798 0.588 -3.685  0.187
H 3.015 -1.046 -5.126  0.109
H 2.033 -1.559 -3.663  0.046
H 1.245 0.502 -2.791  0.082
H 0.056 1.239 -3.856  0.078
C -4.273 2.786 2.252  -0.693
O -5.502 2.831 2.313  0.011
N -3.485 3.903 2.249  0.154
N -3.587 1.681 1.843  0.168
H -3.843 4.801 1.984  0.104
H -2.475 3.825 2.352  0.037
H -4.030 0.793 1.676  0.081
H -2.597 1.793 1.728  0.059
C 4.761 3.506 -2.309  -0.710
O 4.665 4.327 -3.215  0.020
N 4.288 2.213 -2.436  0.157
N 5.122 3.840 -1.063  0.157
H 4.292 1.574 -1.661  0.073
H 4.228 1.875 -3.380  0.096
H 5.409 4.790 -0.906  0.115
H 5.025 3.223 -0.274  0.058



The following is a quantum chemistry calculation of the molecule C3H6N2O, from the OMol25 dataset.

SMILES = O=NC1CNC1
F_max = 0.59 eV/A
Gap between HOMO and LUMO = 9.224 eV

Last column: Löwdin charge in e.
Element x y z (Å)
O 2.774 -0.185 0.377  0.007
N 1.796 -0.033 -0.307  -0.019
C 0.550 0.079 0.472  -0.283
C -0.458 1.067 -0.147  -0.165
N -1.455 -0.011 -0.288  -0.046
C -0.449 -1.028 0.063  -0.163
H 0.775 0.173 1.537  0.138
H -0.086 1.488 -1.090  0.111
H -0.782 1.883 0.508  0.105
H -1.836 -0.109 -1.223  0.097
H -0.072 -1.629 -0.775  0.112
H -0.757 -1.696 0.873  0.107



The following is a quantum chemistry calculation of a cluster of 2 separate species, C3H9O3 in total at a distorted geometry, from the OMol25 dataset.

Net charge = -1
F_max = 1.68 eV/A
Gap between HOMO and LUMO = 6.716 eV

Last column: Löwdin charge in e.
Element x y z (Å)
C 1.317 -0.179 -0.423  -0.173
C 0.684 0.762 -1.464  -0.277
O -0.387 1.547 -0.952  -0.107
C 0.515 -0.413 0.935  -0.577
O 1.240 -1.010 1.864  -0.338
H 2.286 0.198 -0.101  0.087
H 1.465 -1.212 -0.751  0.092
H 1.427 1.478 -1.813  0.087
H 0.322 0.247 -2.362  0.094
H -0.475 1.349 -0.041  -0.006
H 0.183 0.631 1.286  0.087
H -0.424 -0.930 0.618  0.072
H -2.699 -1.343 1.657  0.036
H -2.378 -0.261 0.639  0.001
O -3.076 -0.864 0.908  -0.078



The following is a quantum chemistry calculation of a structure of composition C29H25As2N5NiO11S3, from the OMol25 dataset.

Multiplicity = 3
Net charge = -2
F_max = 0.48 eV/A
Gap between HOMO and LUMO (spin up / spin down) = 5.408 / 5.370 eV

Last column: Löwdin charge in e.
Element x y z (Å)
Ni 2.434 0.671 1.153  0.434
S 3.831 0.210 -2.090  0.479
C 3.630 -1.257 -1.316  -1.186
S 2.864 -1.363 0.276  0.584
C 3.993 -2.503 -1.867  -0.438
C 3.759 -3.734 -1.197  -0.330
N 3.583 -4.749 -0.675  0.115
C 4.582 -2.604 -3.157  -0.300
N 5.083 -2.732 -4.190  0.099
C -0.810 1.714 2.867  -0.017
O -1.196 0.736 1.894  -0.102
C -0.312 -0.214 1.622  -0.563
O 0.767 -0.287 2.214  -0.040
C -0.631 -1.013 0.428  -0.361
C -1.791 -0.914 -0.260  -0.329
As -3.390 -1.080 0.826  1.327
C -4.805 -1.023 -0.527  -0.315
C -2.957 -3.043 0.817  -0.270
C -1.781 -3.612 0.502  -0.253
As 0.127 -2.809 0.400  1.330
C 0.495 -3.338 -1.442  -0.264
C -1.678 -5.100 0.318  -0.572
O -1.951 -5.597 -0.743  0.122
O -1.098 -5.845 1.272  -0.031
C -0.901 -5.314 2.584  -0.072
C -4.066 -3.909 1.285  -0.501
O -4.014 -5.089 1.534  0.114
O -5.203 -3.194 1.468  -0.119
C -6.317 -3.943 1.938  -0.054
C -1.792 -1.285 -1.713  -0.557
O -2.621 -1.939 -2.301  0.093
O -0.750 -0.689 -2.307  -0.055
C -0.660 -0.863 -3.719  -0.033
H -1.581 2.477 2.820  0.097
H 0.168 2.131 2.628  0.061
H -0.777 1.259 3.857  0.100
H -4.635 -0.119 -1.112  -0.010
H -5.756 -0.955 -0.002  0.007
H -4.780 -1.890 -1.179  0.022
H -0.411 -3.411 -2.038  0.027
H 0.976 -4.312 -1.371  0.023
H 1.202 -2.620 -1.855  0.019
H -1.154 -6.111 3.281  0.089
H -1.548 -4.458 2.772  0.082
H 0.142 -5.024 2.708  0.081
H -7.156 -3.253 1.951  0.089
H -6.126 -4.328 2.940  0.092
H -6.521 -4.784 1.275  0.094
H 0.263 -0.370 -4.011  0.099
H -1.520 -0.404 -4.205  0.096
H -0.626 -1.922 -3.974  0.091
N 1.155 1.640 -0.106  0.197
C 0.195 2.269 -0.259  -0.142
C -0.980 3.008 -0.426  -0.259
C -1.036 4.361 -0.027  -0.250
N -1.090 5.470 0.294  0.119
C -2.147 2.355 -0.881  -0.225
N -3.102 1.821 -1.253  0.154
C 3.035 7.428 -1.756  -0.060
C 3.203 6.297 -0.777  -0.275
C 2.203 5.989 0.135  -0.045
C 2.353 4.935 1.026  -0.056
C 3.514 4.183 1.003  -0.269
C 4.521 4.465 0.089  -0.044
C 4.362 5.521 -0.789  -0.042
S 3.719 2.804 2.092  0.496
O 2.351 2.366 2.480  -0.379
O 4.550 3.223 3.187  -0.292
O 4.267 1.718 1.252  -0.367
H 2.028 7.841 -1.706  0.071
H 3.212 7.090 -2.779  0.077
H 3.743 8.234 -1.550  0.074
H 1.272 6.542 0.132  0.085
H 1.554 4.678 1.710  0.108
H 5.397 3.832 0.045  0.120
H 5.137 5.729 -1.518  0.111



The following is a quantum chemistry calculation of a cluster of 15 separate species, C49H73BrF9N15O4 in total at a distorted geometry, from the OMol25 dataset.

F_max = 1.89 eV/A
Gap between HOMO and LUMO = 8.280 eV

Last column: Löwdin charge in e.
Element x y z (Å)
C -0.452 -1.272 1.236  -0.117
C -0.597 0.227 1.464  -0.258
N 0.111 1.022 0.465  0.024
C 0.580 2.324 0.903  -0.371
C 1.669 2.257 1.964  -0.120
C 3.100 1.910 1.543  -0.053
C 3.289 0.669 0.715  -0.416
F 2.548 -0.345 1.228  0.131
F 2.921 0.831 -0.585  0.128
C 4.775 0.170 0.757  -0.332
F 4.897 -0.668 1.823  0.128
F 5.644 1.185 0.979  0.128
C 5.217 -0.662 -0.472  -0.335
F 4.256 -1.587 -0.687  0.162
F 6.352 -1.316 -0.186  0.147
C 5.401 0.134 -1.813  -0.512
F 5.580 1.441 -1.613  0.172
F 4.373 -0.039 -2.634  0.169
F 6.492 -0.349 -2.442  0.145
C 1.031 3.200 -0.277  -0.298
O 0.578 2.692 -1.507  0.019
O 0.569 4.534 -0.083  0.078
C -0.127 4.630 1.102  -0.510
O -0.265 5.672 1.660  0.135
C -0.630 3.221 1.432  -0.576
Br -0.932 3.251 3.360  0.899
C -1.908 3.067 0.592  -0.183
C -3.137 3.845 1.049  -0.183
C -4.323 3.393 0.160  -0.209
C -5.383 2.594 0.936  -0.181
C -6.150 1.606 0.026  -0.201
C -7.630 1.969 -0.090  -0.207
C -8.518 0.897 -0.726  -0.179
C -8.436 -0.467 -0.081  -0.263
O -9.027 -0.394 1.201  -0.186
C -9.126 -1.648 1.856  -0.102
H -1.316 -1.777 1.653  0.041
H -0.404 -1.495 0.170  0.064
H 0.421 -1.682 1.728  0.019
H -0.247 0.459 2.463  0.091
H -1.672 0.417 1.472  0.079
H -0.384 1.095 -0.412  0.103
H 1.380 1.592 2.769  0.101
H 1.743 3.252 2.404  0.120
H 3.655 1.754 2.467  0.138
H 3.584 2.754 1.053  0.132
H 2.114 3.308 -0.366  0.150
H 1.007 3.220 -2.189  0.109
H -1.655 3.432 -0.404  0.106
H -2.148 2.018 0.456  0.101
H -2.950 4.909 0.909  0.111
H -3.377 3.621 2.083  0.073
H -4.766 4.239 -0.360  0.100
H -3.937 2.719 -0.602  0.058
H -4.874 2.050 1.730  0.107
H -6.100 3.309 1.339  0.106
H -6.054 0.623 0.480  0.082
H -5.686 1.586 -0.959  0.107
H -7.703 2.866 -0.708  0.114
H -8.010 2.198 0.905  0.107
H -8.314 0.810 -1.794  0.115
H -9.555 1.221 -0.620  0.114
H -9.001 -1.177 -0.698  0.119
H -7.408 -0.837 -0.020  0.108
H -8.334 -1.733 2.604  0.085
H -10.097 -1.714 2.339  0.038
H -9.044 -2.474 1.148  0.082
C -0.674 1.506 -4.224  -0.066
C -1.760 1.379 -3.265  -0.273
N -2.634 1.272 -2.530  0.176
H -0.268 2.516 -4.209  0.069
H 0.128 0.809 -3.985  0.082
H -1.028 1.295 -5.231  0.087
C 6.947 -0.133 4.225  -0.074
C 7.013 0.161 5.647  -0.276
N 7.065 0.399 6.768  0.132
H 7.813 0.282 3.708  0.079
H 6.925 -1.209 4.057  0.062
H 6.050 0.296 3.786  0.057
C -4.105 -3.360 -0.735  -0.058
C -3.793 -2.098 -0.087  -0.248
N -3.548 -1.110 0.441  0.171
H -5.073 -3.315 -1.233  0.087
H -3.361 -3.616 -1.485  0.039
H -4.140 -4.172 -0.011  0.090
C 5.607 -4.148 1.771  -0.060
C 5.665 -4.006 3.216  -0.279
N 5.719 -3.893 4.357  0.145
H 5.167 -5.103 1.490  0.094
H 5.000 -3.357 1.336  0.062
H 6.607 -4.089 1.337  0.026
C 8.730 0.756 0.031  -0.075
C 9.935 1.114 0.763  -0.274
N 10.881 1.395 1.347  0.140
H 8.980 0.355 -0.951  0.080
H 8.166 0.001 0.570  0.063
H 8.090 1.627 -0.105  0.068
C -12.921 0.174 4.250  -0.064
C -12.646 -1.020 3.469  -0.276
N -12.437 -1.953 2.836  0.136
H -13.923 0.539 4.036  0.083
H -12.848 -0.040 5.315  0.081
H -12.207 0.959 4.005  0.085
C -0.353 -4.464 -2.606  -0.061
C -1.640 -5.091 -2.862  -0.287
N -2.660 -5.580 -3.058  0.137
H 0.354 -5.194 -2.216  0.085
H 0.054 -4.047 -3.524  0.073
H -0.459 -3.663 -1.874  0.072
C 8.778 -0.136 -4.531  -0.079
C 9.285 -0.059 -5.892  -0.275
N 9.675 0.001 -6.968  0.139
H 7.708 -0.328 -4.532  0.058
H 9.266 -0.941 -3.982  0.087
H 8.960 0.797 -4.000  0.066
C 7.781 3.509 -2.719  -0.082
C 8.275 4.268 -3.856  -0.277
N 8.666 4.862 -4.756  0.141
H 7.396 2.543 -3.039  0.051
H 8.577 3.338 -1.994  0.078
H 6.975 4.043 -2.218  0.086
C 10.239 -4.859 1.350  -0.058
C 9.077 -4.706 0.489  -0.263
N 8.156 -4.587 -0.188  0.135
H 10.609 -3.885 1.667  0.086
H 9.983 -5.436 2.236  0.088
H 11.038 -5.375 0.820  0.088
C -15.457 -3.486 0.194  -0.075
C -15.415 -2.095 0.616  -0.292
N -15.366 -1.001 0.956  0.126
H -16.385 -3.698 -0.335  0.079
H -14.622 -3.706 -0.468  0.082
H -15.392 -4.145 1.058  0.082
C 2.349 -3.773 4.720  -0.072
C 1.066 -3.398 4.144  -0.253
N 0.080 -3.103 3.635  0.152
H 3.161 -3.467 4.067  0.040
H 2.500 -3.295 5.687  0.088
H 2.416 -4.850 4.860  0.086
C 4.666 -2.216 -4.908  -0.070
C 3.527 -3.051 -5.250  -0.274
N 2.624 -3.704 -5.521  0.131
H 5.460 -2.809 -4.454  0.089
H 5.074 -1.735 -5.798  0.089
H 4.377 -1.440 -4.207  0.048
C -2.301 5.400 -2.739  -0.057
C -3.468 4.570 -2.997  -0.290
N -4.386 3.901 -3.159  0.155
H -1.516 4.814 -2.259  0.056
H -1.909 5.812 -3.668  0.081
H -2.557 6.227 -2.080  0.089



Q: Among the records above, which one has the lowest F_max?
A: C29H25As2N5NiO11S3



Q: Which of these has the lowest F_max?
A: C29H25As2N5NiO11S3



Q: What is the F_max in the third record?
A: 0.59 eV/A